No. 1
{
  "formula": "C5H8N2",
  "method": "ωB97M-V/def2-TZVPD",
  "e_above_lowest_ev": 3.288,
  "total_charge": 0,
  "species": ["C", "C", "C", "C", "N", "C", "N", "H", "H", "H", "H", "H", "H", "H", "H"],
  "coordinates": [[-0.99, 0.82, 0.82], [0.02, -0.37, -1.45], [1.40, -0.25, -0.78], [2.00, 1.07, -0.56], [2.51, 2.08, -0.34], [-0.93, -0.71, 0.71], [-0.79, -1.10, -0.70], [-1.05, 1.07, 1.88], [-0.14, 1.39, 0.42], [-1.87, 1.20, 0.29], [1.92, -0.70, -1.63], [1.60, -0.87, 0.10], [-1.89, -1.10, 1.06], [-0.14, -1.16, 1.32], [-1.66, -1.37, -1.15]],
  "mulliken_charge": [-0.89, -0.65, -0.09, 0.37, -0.44, -0.55, -0.04, 0.34, 0.24, 0.29, 0.28, 0.24, 0.36, 0.26, 0.29]
}



No. 2
{
  "formula": "C3H29NO11",
  "method": "ωB97M-V/def2-TZVPD",
  "e_above_lowest_ev": 2.931,
  "total_charge": 0,
  "species": ["C", "C", "N", "C", "H", "H", "H", "H", "H", "H", "H", "O", "H", "H", "O", "H", "H", "O", "H", "H", "O", "H", "H", "O", "H", "H", "O", "H", "H", "O", "H", "H", "O", "H", "H", "O", "H", "H", "O", "H", "H", "O", "H", "H"],
  "coordinates": [[1.73, -1.38, 1.01], [0.42, -1.32, 0.75], [-0.47, -0.71, 1.60], [-1.92, -1.12, 1.73], [2.14, -1.09, 1.98], [2.38, -1.94, 0.35], [-0.05, -1.72, -0.13], [-0.15, -0.38, 2.49], [-2.02, -1.66, 2.66], [-2.50, -0.19, 1.67], [-2.26, -1.68, 0.87], [1.82, 1.78, -0.64], [0.92, 1.87, -0.23], [2.00, 2.59, -1.13], [-0.81, 1.97, 0.25], [-1.00, 1.16, 0.76], [-1.39, 1.98, -0.52], [0.72, 0.90, 3.98], [0.84, 1.48, 3.22], [1.53, 0.93, 4.50], [-2.00, 2.70, -2.44], [-2.88, 3.10, -2.46], [-2.01, 1.87, -2.93], [1.86, -0.10, -2.68], [1.09, 0.22, -3.17], [2.03, 0.38, -1.83], [-0.73, -3.35, 2.47], [0.16, -3.42, 2.09], [-0.49, -3.41, 3.40], [0.56, -2.83, -3.17], [1.09, -2.06, -2.90], [0.99, -3.63, -2.85], [-0.47, -0.48, -4.20], [-0.01, -1.06, -4.81], [-1.19, -1.04, -3.87], [2.65, 1.32, 1.91], [3.56, 1.48, 2.19], [2.76, 1.05, 0.99], [-1.92, -1.99, -2.65], [-1.04, -2.45, -2.57], [-2.63, -2.53, -2.30], [-1.46, 3.79, 2.91], [-0.78, 4.43, 2.63], [-1.28, 3.13, 2.22]],
  "mulliken_charge": [-1.15, -0.02, 0.15, -0.94, 0.34, 0.26, 0.45, 0.11, 0.33, 0.30, 0.30, -0.63, 0.45, 0.24, -0.75, 0.36, 0.31, -0.66, 0.27, 0.31, -0.66, 0.31, 0.33, -0.69, 0.28, 0.40, -0.63, 0.30, 0.31, -0.65, 0.40, 0.27, -0.65, 0.27, 0.39, -0.51, 0.24, 0.28, -0.70, 0.39, 0.30, -0.64, 0.32, 0.31]
}



No. 3
{
  "formula": "C3H20N2O5",
  "method": "ωB97M-V/def2-TZVPD",
  "e_above_lowest_ev": 1.416,
  "total_charge": 0,
  "species": ["C", "N", "C", "C", "N", "H", "H", "H", "H", "H", "H", "H", "H", "H", "H", "O", "H", "H", "O", "H", "H", "O", "H", "H", "O", "H", "H", "O", "H", "H"],
  "coordinates": [[-2.34, 1.13, -2.57], [-1.49, 0.38, -1.67], [-1.82, 0.43, -0.22], [-0.72, -0.41, 0.54], [-0.15, 0.54, 1.53], [-2.46, 2.20, -2.16], [-1.95, 1.26, -3.59], [-3.33, 0.65, -2.73], [-1.44, -0.62, -1.89], [-2.77, -0.06, -0.03], [-1.81, 1.48, 0.10], [0.10, -0.72, -0.07], [-1.08, -1.40, 0.87], [0.58, 0.03, 2.11], [-0.92, 0.86, 2.10], [2.89, -1.03, 1.45], [2.96, -0.31, 0.76], [3.05, -0.38, 2.16], [-0.99, -3.39, -0.66], [-0.79, -4.31, -0.87], [-0.39, -3.17, 0.07], [2.35, 1.11, 0.01], [2.52, 1.81, -0.62], [1.40, 1.09, 0.21], [1.88, 3.73, 0.08], [0.93, 3.57, 0.18], [2.27, 3.44, 0.91], [0.75, -2.80, 1.43], [1.63, -3.18, 1.27], [1.12, -1.91, 1.29]],
  "mulliken_charge": [-0.81, -0.35, -0.81, -0.63, -0.63, 0.26, 0.28, 0.29, 0.20, 0.32, 0.51, 0.56, 0.45, 0.16, 0.23, -0.71, 0.41, 0.29, -0.63, 0.29, 0.41, -0.71, 0.32, 0.35, -0.68, 0.31, 0.34, -0.71, 0.32, 0.35]
}



No. 4
{
  "formula": "C24H18N3NaO7S",
  "method": "ωB97M-V/def2-TZVPD",
  "e_above_lowest_ev": 0.147,
  "total_charge": -2,
  "species": ["Na", "C", "C", "C", "C", "C", "C", "C", "C", "S", "C", "N", "C", "C", "C", "C", "C", "C", "C", "C", "H", "H", "H", "H", "H", "H", "H", "H", "H", "H", "H", "H", "H", "H", "H", "H", "O", "C", "O", "C", "C", "C", "C", "C", "C", "O", "N", "O", "O", "N", "O", "O", "H", "H"],
  "coordinates": [[-1.30, -0.73, 0.35], [4.41, -2.30, -4.06], [3.33, -1.28, -3.64], [3.79, 0.17, -3.99], [1.99, -1.53, -4.34], [3.19, -1.27, -2.10], [4.36, -1.08, -1.34], [4.35, -1.15, 0.04], [3.20, -1.49, 0.74], [2.93, -1.60, 2.43], [1.19, -1.68, 2.07], [0.87, -1.63, 0.82], [1.98, -1.59, -0.04], [1.99, -1.47, -1.43], [0.18, -1.57, 3.08], [0.49, -1.88, 4.44], [-0.48, -1.86, 5.43], [-1.74, -1.48, 5.18], [-2.09, -1.18, 3.86], [-1.20, -1.30, 2.82], [4.54, -2.25, -5.13], [4.12, -3.30, -3.80], [5.35, -2.04, -3.65], [3.70, 0.43, -5.03], [4.84, 0.32, -3.79], [3.26, 0.90, -3.39], [2.10, -1.54, -5.43], [1.28, -0.73, -4.06], [1.58, -2.52, -4.06], [5.28, -0.84, -1.86], [5.25, -0.93, 0.56], [0.99, -1.55, -1.91], [1.51, -2.00, 4.75], [-0.20, -2.11, 6.43], [-2.47, -1.42, 6.00], [-3.10, -0.95, 3.64], [-4.57, -0.75, 1.68], [-4.02, -0.28, 0.65], [-3.49, -0.97, -0.28], [-3.95, 1.25, 0.52], [-5.01, 2.02, 0.95], [-4.94, 3.41, 0.83], [-3.79, 4.10, 0.54], [-2.73, 3.35, 0.14], [-2.69, 1.89, 0.24], [-1.58, 1.30, 0.31], [-1.52, 4.11, -0.04], [-1.42, 5.17, 0.58], [-0.72, 3.69, -0.90], [-6.09, 4.23, 1.12], [-6.00, 5.48, 0.95], [-7.18, 3.66, 1.39], [-5.95, 1.57, 1.25], [-3.79, 5.19, 0.49]],
  "mulliken_charge": [0.63, -1.74, 2.04, -1.67, -1.93, 0.47, -0.74, -0.94, 0.69, -0.38, 0.46, -0.49, -0.63, -0.23, 1.22, -0.91, -0.44, -0.61, -0.23, -0.65, 0.46, 0.38, 0.38, 0.45, 0.40, 0.37, 0.40, 0.38, 0.40, 0.26, 0.42, 0.44, 0.17, 0.33, 0.35, 0.42, -0.77, 0.36, -0.88, 0.51, -0.80, 0.01, -0.35, -0.37, 0.86, -0.83, 0.93, -0.64, -0.56, 0.97, -0.67, -0.67, 0.50, 0.48]
}



Here are the calculated orbital gap numbers, same order: 9.2; 8.2; 9.2; 4.7 (eV).